{
  "formula": "C20H36O18",
  "method": "the ωB97M-V functional and the def2-TZVPD basis",
  "elements": ["C", "C", "C", "O", "C", "O", "O", "H", "H", "H", "H", "H", "H", "C", "C", "C", "O", "C", "O", "O", "H", "H", "H", "H", "H", "H", "C", "O", "C", "O", "O", "C", "H", "H", "H", "H", "H", "H", "C", "O", "C", "O", "O", "C", "H", "H", "H", "H", "H", "H", "C", "O", "C", "O", "O", "C", "H", "H", "H", "H", "H", "H", "C", "O", "C", "O", "O", "C", "H", "H", "H", "H", "H", "H"],
  "positions_angstrom": [[13.14179, 10.11462, 12.32550], [14.47243, 9.88216, 11.60772], [14.65594, 8.47375, 11.07433], [14.65834, 8.67973, 9.69250], [14.53458, 9.95628, 9.39379], [14.51095, 10.44036, 8.24993], [14.47903, 10.70213, 10.47572], [12.99228, 9.35001, 13.08643], [12.36074, 10.07190, 11.60799], [13.09099, 11.04321, 12.91448], [15.29526, 10.09137, 12.32956], [13.88084, 7.76826, 11.23869], [15.67080, 8.11402, 11.40972], [18.24245, 2.29841, 10.69236], [16.96683, 2.83496, 10.01034], [15.67388, 2.20396, 10.43008], [14.99197, 3.27277, 10.88744], [15.66904, 4.37295, 10.94475], [15.32986, 5.40037, 11.57538], [16.82768, 4.19970, 10.39066], [18.20225, 2.20584, 11.79702], [19.11198, 2.92900, 10.58055], [18.46839, 1.30290, 10.30796], [16.94215, 2.81154, 8.94378], [15.79483, 1.50583, 11.32370], [15.02027, 1.66559, 9.77749], [15.62557, 14.25525, 3.31099], [15.65741, 14.90350, 4.66389], [15.29326, 14.20518, 5.65329], [14.73380, 12.98230, 5.52113], [15.44368, 14.64875, 6.86661], [14.92989, 13.90414, 8.00224], [14.61471, 14.16525, 2.92720], [16.04632, 13.27478, 3.11631], [16.18698, 14.75861, 2.55560], [13.96778, 13.38496, 7.80276], [14.84214, 14.64803, 8.82843], [15.58367, 13.11964, 8.28695], [14.09573, 8.31229, 2.18193], [14.94858, 8.14188, 3.27788], [15.59454, 9.31891, 3.64124], [15.56715, 10.52149, 2.96352], [16.17574, 9.21015, 4.84639], [16.87261, 10.35253, 5.49404], [13.12714, 8.80993, 2.38472], [13.82313, 7.32806, 1.73341], [14.71207, 8.69970, 1.36102], [17.73097, 9.84838, 5.91816], [16.22902, 10.64589, 6.30646], [17.02681, 11.16461, 4.80615], [13.59882, 3.62641, 5.95405], [14.05816, 4.96928, 5.91056], [15.19994, 5.30786, 6.54251], [15.87155, 4.32528, 7.27360], [15.62834, 6.58526, 6.52812], [16.58433, 6.96708, 7.48371], [12.63729, 3.37181, 5.49588], [13.49859, 3.30170, 6.99019], [14.35681, 2.97940, 5.42399], [16.14851, 6.77051, 8.45101], [16.69938, 8.07692, 7.40257], [17.51044, 6.38353, 7.43285], [18.41924, 6.89642, 10.59644], [18.60922, 7.81349, 9.51819], [18.22973, 9.06526, 9.72997], [17.70956, 9.56092, 10.96890], [18.27183, 9.86442, 8.66543], [17.81687, 11.13354, 8.73272], [18.69096, 7.44150, 11.52596], [18.97475, 5.99258, 10.47034], [17.36513, 6.66991, 10.76566], [16.78014, 11.11205, 9.18389], [17.84273, 11.61450, 7.76891], [18.40991, 11.76343, 9.36784]],
  "forces_ev_per_a": [[0.8, -0.1, 1.2], [-0.7, -0.1, 3.0], [1.9, 0.1, 0.7], [0.2, -0.6, -1.9], [0.2, 1.7, -3.9], [0.1, -1.5, 2.8], [0.4, 1.0, 0.1], [0.0, -0.3, -0.1], [-0.9, 0.0, -0.5], [0.2, 0.0, -0.6], [-0.3, 0.3, -1.0], [-0.6, -0.6, 0.8], [-1.2, 0.0, -0.5], [-0.3, -0.5, 0.3], [1.7, -0.7, -0.2], [0.8, -2.7, 2.4], [-4.2, 1.3, 1.4], [-0.8, 4.0, 3.1], [0.7, -2.7, -2.3], [1.4, 0.4, -0.6], [-0.8, 0.0, -0.5], [0.1, 0.3, -0.7], [0.1, 0.0, -0.1], [0.9, 0.1, -0.9], [0.2, 0.6, -1.0], [0.2, -0.2, -1.2], [-0.8, -0.5, -0.2], [1.6, 1.1, -2.9], [-4.5, -9.6, 1.0], [2.7, 5.5, 0.1], [0.6, 1.8, 0.4], [-1.3, 0.6, 0.0], [-0.3, 0.3, 0.6], [0.1, -0.6, 1.7], [0.4, 1.8, 0.3], [0.6, 0.7, -0.2], [0.1, -0.5, -0.8], [0.9, -0.6, 0.1], [-0.5, -1.0, -2.4], [1.5, 2.3, 1.7], [-0.5, 5.9, -1.7], [0.1, -7.4, 3.4], [-0.6, -0.3, -1.7], [-1.0, -1.5, -0.4], [1.0, 0.3, 0.1], [0.2, 0.2, 1.1], [-0.7, 0.9, 0.2], [0.5, 0.4, -0.2], [-0.4, 0.3, 0.1], [0.2, 0.1, -0.3], [1.6, -2.1, 0.2], [0.8, 2.5, -0.2], [3.3, -5.3, 4.5], [-3.5, 5.4, -3.9], [-2.5, -2.4, -1.9], [0.5, 0.6, 1.1], [0.1, 1.4, -0.3], [0.3, 0.0, 0.0], [-0.7, 0.6, 0.8], [0.0, 0.0, 0.5], [0.1, -1.1, -0.3], [-0.2, 0.4, -0.4], [-0.8, 1.3, 2.3], [-0.2, 1.6, -0.8], [-3.4, 3.1, 6.3], [3.1, -3.1, -7.2], [1.8, -4.5, 0.1], [-2.6, 2.6, 1.7], [0.2, -0.6, -0.5], [0.5, -0.2, -0.6], [0.0, -0.1, -0.6], [1.0, 0.4, -0.8], [-0.2, -0.4, -0.5], [0.5, 0.1, 0.6]],
  "lowdin_charge": [-0.01, -0.32, -0.10, 0.08, -0.57, 0.10, 0.10, 0.09, 0.08, 0.09, 0.16, 0.12, 0.13, 0.00, -0.28, -0.13, 0.10, -0.57, 0.09, 0.09, 0.10, 0.07, 0.09, 0.13, 0.16, 0.13, 0.02, 0.06, -0.57, -0.04, 0.01, -0.01, 0.10, 0.08, 0.08, 0.11, 0.11, 0.05, -0.10, -0.02, -0.37, -0.05, -0.02, 0.02, 0.11, 0.10, 0.09, 0.08, 0.06, 0.08, -0.06, 0.00, -0.36, -0.07, 0.01, -0.04, 0.09, 0.09, 0.11, 0.08, 0.10, 0.11, -0.02, 0.01, -0.37, -0.07, 0.00, -0.09, 0.11, 0.09, 0.07, 0.10, 0.09, 0.10],
  "energy_ev": -58172.93019,
  "e_homo_ev": -9.27,
  "orbital_gap_ev": 9.795,
  "multiplicity": 1,
  "molar_mass_g_mol": 564.490,
  "lumo_energy_ha": 0.0192,
  "charge": 0
}